The following is a quantum chemistry calculation of C22H18AsAuF7O2 as an isolated structure in a non-equilibrium geometry, from the Open Molecules 2025 dataset.

E_HOMO	-4.79	eV
total charge	-1
E_tot	-110755.7269	eV
energy relative to the best compared isomer or geometry (same formula, charge and spin)	12.70	kcal per mole
gap between HOMO and LUMO	7.165	eV

```
51
Properties=species:S:1:pos:R:3:forces:R:3:nbo_charge:R:1
Au -1.63094 0.06937 4.05394 -0.19 -0.23 -0.61 0.591
O 1.26040 -0.42567 1.76243 0.34 0.06 -0.02 -1.064
As 1.39116 -0.52910 0.14515 -0.65 0.33 -1.24 1.963
C -0.30435 -0.76878 -0.76994 -0.43 -0.34 0.61 -0.318
C -0.51617 -0.50031 -2.11621 1.03 0.66 0.61 -0.237
C -1.68562 -0.84889 -2.72036 -0.63 -1.17 -1.05 -0.234
C -2.65601 -1.58570 -2.03976 -0.05 0.26 -0.54 -0.205
C -2.46797 -1.84243 -0.70095 0.10 0.43 0.02 -0.202
C -1.31653 -1.40559 -0.05471 0.14 -0.18 -0.20 -0.190
C 2.21297 1.02513 -0.76321 0.24 -0.69 0.43 -0.366
C 1.98248 2.27406 -0.23675 0.58 0.44 -0.76 -0.183
C 2.64797 3.39965 -0.72582 -0.56 -0.78 0.01 -0.203
C 3.53107 3.23340 -1.77206 0.98 0.79 -0.73 -0.205
C 3.75263 1.98528 -2.37495 0.69 0.23 0.71 -0.229
C 3.11586 0.89351 -1.80319 -0.09 -0.87 -1.21 -0.213
C 2.37019 -2.09790 -0.46626 0.49 0.15 0.35 -0.413
C 1.91803 -2.99868 -1.42711 0.65 -0.30 0.20 -0.140
C 2.65123 -4.15819 -1.67896 0.72 0.25 0.37 -0.235
C 3.84590 -4.38286 -0.98500 -0.38 -0.31 -0.42 -0.201
C 4.30464 -3.48457 -0.03067 -0.80 0.18 -0.53 -0.218
C 3.56345 -2.34104 0.22453 -0.48 -0.38 -0.23 -0.179
H 0.25913 0.00840 -2.66922 0.10 0.07 -0.23 0.212
H -1.76320 -0.76348 -3.79974 -0.17 0.40 0.07 0.204
H -3.53211 -1.94698 -2.59073 0.28 0.17 0.37 0.208
H -3.22391 -2.33787 -0.13632 -0.38 -0.36 0.35 0.217
H -1.21572 -1.61707 0.99305 0.19 0.13 0.39 0.259
H 1.27158 2.36127 0.51778 -1.06 0.30 1.44 0.239
H 2.42439 4.36831 -0.29755 0.19 0.01 -0.05 0.219
H 4.09439 4.12505 -2.09851 -0.32 -0.59 -0.05 0.206
H 4.54908 1.81620 -3.13420 -0.93 0.36 0.48 0.216
H 3.25471 -0.08323 -2.27667 0.16 0.14 0.35 0.216
H 1.02455 -2.81835 -1.97644 -0.66 0.18 -0.23 0.214
H 2.36450 -4.90070 -2.41750 -0.27 0.25 0.05 0.211
H 4.37768 -5.30062 -1.22908 0.13 0.21 0.25 0.206
H 5.19280 -3.65836 0.52172 0.72 -0.24 0.35 0.212
H 3.85935 -1.67829 1.01714 0.13 0.28 0.17 0.230
F -1.02224 -0.64147 5.76801 0.24 -0.10 0.57 -0.780
C -3.74963 1.57504 0.63393 -0.56 1.04 0.10 -0.631
C -3.22117 1.61115 2.09979 -0.23 -0.82 -0.95 0.101
O -2.31191 0.59591 2.20055 -0.32 0.52 0.68 -0.837
C -4.49973 1.46604 3.01985 0.67 -0.15 0.71 0.950
F -4.97136 0.19927 3.02848 0.31 0.57 -0.08 -0.326
F -5.50447 2.25163 2.59152 -0.24 0.05 -0.05 -0.339
F -4.27541 1.82351 4.31987 -0.22 -0.30 -0.81 -0.332
C -2.58765 2.99623 2.37076 0.68 0.05 -1.44 0.951
F -2.04661 3.11630 3.55969 0.06 0.27 0.61 -0.299
F -1.57894 3.28080 1.46671 -0.51 -0.59 0.39 -0.356
F -3.47019 3.99416 2.17021 -0.32 0.30 0.45 -0.342
H -4.49985 0.79989 0.51902 -0.08 -0.22 0.20 0.214
H -2.93017 1.31364 -0.02571 0.23 0.21 0.02 0.229
H -4.23827 2.53291 0.33347 0.50 -0.66 0.11 0.209
```
Positions in Å, forces in eV/Å.

=====

The following is a quantum chemistry calculation of C22H18ClCrF6N5O5S3 as an isolated structure, from the Open Molecules 2025 dataset.

<S²>	3.78
E_HOMO (spin up / spin down)	-11.02 / -11.12	eV
total charge	+1
E_tot	-130546.7020	eV
spin multiplicity	4
energy relative to the best compared isomer or geometry (same formula, charge and spin)	0.00	kcal per mole
gap between HOMO and LUMO (spin up / spin down)	7.217 / 7.278	eV

```
61
Properties=species:S:1:pos:R:3:forces:R:3:nbo_charge:R:1
Cr -0.16378 0.04352 -0.55733 -0.34 -0.37 0.11 1.251
Cl 6.82007 1.08382 -2.14803 0.00 0.00 0.00 0.037
C 5.26295 0.70338 -1.50035 0.00 -0.01 0.00 -0.086
C 5.13900 -0.31461 -0.54716 0.01 0.01 -0.02 -0.142
C 3.91178 -0.63960 -0.02147 -0.03 0.01 0.01 -0.275
C 2.74981 0.03053 -0.43501 0.06 0.04 -0.08 0.474
O 1.58855 -0.32075 0.07815 0.00 -0.11 0.08 -0.771
C 2.88533 1.07469 -1.37958 -0.03 -0.03 0.03 -0.259
C 1.78258 1.89638 -1.76027 0.00 -0.01 0.07 0.249
N 0.55318 1.70562 -1.40734 -0.04 -0.07 -0.12 -0.506
C -0.45904 2.64578 -1.73090 -0.01 -0.02 -0.02 0.098
C -0.27164 3.98456 -1.94047 -0.02 -0.02 -0.02 -0.188
C -1.36457 4.79968 -2.30447 -0.01 -0.01 0.01 -0.182
C -2.61738 4.27474 -2.44720 0.01 0.00 0.00 -0.164
C -2.84456 2.90067 -2.19688 0.00 0.00 -0.02 -0.099
C -4.10508 2.27087 -2.32092 0.01 -0.01 0.02 -0.075
C -4.22238 0.93758 -2.05401 0.01 0.00 0.00 -0.251
C -3.09420 0.22010 -1.61814 -0.06 -0.01 0.06 0.118
N -1.90976 0.77588 -1.48557 0.12 -0.03 0.03 -0.493
C -1.76263 2.09884 -1.80498 0.06 -0.01 -0.06 0.228
C 4.15449 1.39596 -1.90265 -0.01 -0.01 0.01 -0.136
H 6.02427 -0.84878 -0.22910 0.00 0.00 0.00 0.242
H 3.82009 -1.43462 0.70725 0.00 0.02 -0.02 0.230
H 2.00783 2.76420 -2.37825 0.01 -0.01 -0.01 0.206
H 0.70656 4.43093 -1.82056 0.00 0.00 0.00 0.230
H -1.19712 5.85440 -2.47189 0.00 0.00 0.00 0.237
H -3.44982 4.90131 -2.73883 0.00 0.00 0.00 0.234
H -4.96331 2.85484 -2.62862 0.00 0.00 -0.01 0.236
H -5.16543 0.41968 -2.14796 0.00 0.00 0.00 0.248
H -3.18819 -0.82527 -1.35482 0.00 0.03 0.01 0.233
H 4.24828 2.19756 -2.62416 0.00 0.00 0.00 0.233
F -1.80259 -5.15685 1.09950 -0.01 0.02 -0.01 -0.280
C -1.39545 -3.92870 1.34535 0.03 -0.03 0.03 0.746
F -0.09649 -3.93723 1.63979 -0.01 0.01 -0.04 -0.308
F -2.06343 -3.42765 2.38214 0.00 0.02 -0.02 -0.303
S -1.70722 -2.85127 -0.11741 0.02 -0.08 -0.07 2.262
O -1.14202 -1.56134 0.32035 0.21 0.08 0.00 -0.960
O -3.11629 -2.85594 -0.31937 -0.03 -0.04 0.02 -0.881
N -0.90480 -3.55358 -1.25427 0.05 0.15 0.07 -1.201
S 0.16943 -2.86011 -2.16771 -0.18 -0.17 -0.03 2.275
O 0.12920 -1.40006 -2.03675 0.29 0.45 -0.06 -0.960
O 0.17637 -3.36345 -3.48980 -0.07 -0.01 0.00 -0.850
C 1.76568 -3.43327 -1.43478 0.10 -0.01 0.01 0.738
F 1.86189 -3.06644 -0.15671 -0.06 -0.02 -0.03 -0.312
F 1.80624 -4.75319 -1.50430 0.01 0.04 -0.04 -0.287
F 2.77849 -2.91283 -2.11565 -0.08 0.02 0.02 -0.294
C -2.12236 0.91431 4.25331 -0.02 0.01 0.01 -0.411
N -0.96429 0.15697 3.83334 -0.06 -0.04 -0.01 -0.373
C -0.25630 -0.73115 4.75687 0.02 0.01 0.03 -0.219
C 0.81311 -1.37502 3.85973 0.04 0.05 0.03 -0.226
N 0.74968 -0.53655 2.66397 -0.10 -0.08 0.02 -0.575
C -0.32760 0.24233 2.67080 0.06 -0.10 0.02 0.381
S -0.84991 1.25023 1.38434 0.02 0.23 -0.05 -0.104
H -2.82321 0.24637 4.75301 0.00 0.01 0.00 0.218
H -2.60510 1.34922 3.38262 0.00 0.00 0.00 0.239
H -1.83510 1.71040 4.94236 0.00 0.00 0.00 0.213
H -0.94918 -1.45866 5.17781 0.01 0.00 0.01 0.222
H 0.17871 -0.15155 5.57390 0.00 0.01 -0.01 0.211
H 0.58173 -2.41207 3.61527 -0.02 0.02 0.01 0.213
H 1.80277 -1.33020 4.30907 0.00 -0.03 -0.01 0.222
H 1.27218 -0.69461 1.80473 0.02 0.07 0.06 0.451
```
Positions in Å, forces in eV/Å.

=====

The following is a quantum chemistry calculation of C22H18F12NO3SY as an isolated structure, from the Open Molecules 2025 dataset.

E_HOMO	-7.05	eV
E_tot	-75231.6589	eV
gap between HOMO and LUMO	6.857	eV

```
58
Properties=species:S:1:pos:R:3:forces:R:3:nbo_charge:R:1
Y 1.14192 1.72703 0.31330 -0.10 0.70 0.42 2.204
C -5.62059 0.04222 -0.96139 0.08 0.01 0.01 -0.625
C -4.13002 0.03973 -0.74268 0.00 -0.05 0.03 -0.039
C -3.48257 -0.96596 -0.03753 -0.08 0.06 -0.04 -0.198
C -2.11241 -0.93133 0.10194 0.12 -0.04 0.04 -0.249
C -1.30697 0.07556 -0.44773 -0.15 -0.03 0.20 0.232
N 0.09769 -0.04861 -0.28724 0.16 -0.16 -0.19 -0.911
C 0.73354 -1.21523 -0.74782 -0.15 -0.06 -0.07 0.286
C 0.01883 -2.16674 -1.49702 -0.03 0.16 0.04 -0.299
C 0.54778 -3.38016 -1.88507 0.04 -0.06 0.00 -0.173
C 1.84630 -3.72876 -1.55150 -0.04 -0.04 -0.04 -0.083
C 2.44643 -5.06466 -1.90566 -0.03 0.08 0.03 -0.621
C 2.60164 -2.76332 -0.90539 -0.01 0.00 0.00 -0.137
C 2.11241 -1.51231 -0.53285 0.09 0.00 -0.02 -0.153
C 3.11183 -0.44942 -0.03684 0.38 0.11 -0.24 0.093
O 2.83494 0.80338 -0.53504 -0.31 -0.20 0.10 -0.917
C 4.58664 -0.70187 -0.50680 -0.16 0.02 0.07 0.971
F 5.35955 0.31110 -0.08251 0.01 0.04 0.00 -0.322
F 5.17312 -1.82422 -0.04788 0.06 -0.03 0.05 -0.329
F 4.64086 -0.73557 -1.83530 0.02 0.00 -0.03 -0.306
C 3.13132 -0.35397 1.52954 -0.09 0.02 -0.02 0.943
F 3.38155 0.93042 1.91540 0.07 -0.16 0.18 -0.326
F 3.98812 -1.13966 2.16342 0.02 -0.02 0.02 -0.299
F 1.89866 -0.61625 2.03624 -0.01 -0.01 -0.01 -0.328
C -1.96989 1.16795 -1.06249 -0.02 0.08 -0.02 -0.098
C -3.35603 1.08611 -1.21898 0.00 -0.01 0.01 -0.188
C -1.24190 2.47560 -1.48971 -0.05 0.34 0.01 0.097
O -0.35223 2.94347 -0.54496 0.21 -0.62 -0.19 -0.933
C -2.22315 3.67681 -1.68393 -0.02 -0.14 -0.06 0.969
F -3.00044 3.82869 -0.60113 -0.04 0.00 0.03 -0.323
F -3.02951 3.55942 -2.75774 -0.04 0.00 -0.01 -0.329
F -1.55694 4.82020 -1.84081 0.09 0.06 0.01 -0.309
C -0.48272 2.25041 -2.82604 -0.07 -0.17 0.02 0.956
F -1.26901 1.76710 -3.79307 -0.04 -0.02 -0.02 -0.314
F 0.10207 3.36049 -3.29066 -0.04 0.02 0.02 -0.312
F 0.50073 1.35224 -2.62210 0.12 0.10 -0.08 -0.312
H -6.07097 -0.89619 -0.63990 0.01 -0.01 0.00 0.213
H -6.09511 0.85287 -0.40502 -0.02 -0.01 -0.01 0.218
H -5.85295 0.18786 -2.01731 -0.04 -0.01 0.01 0.220
H -4.04694 -1.78475 0.39467 -0.01 0.01 -0.01 0.207
H -1.60654 -1.73628 0.62185 0.00 0.01 -0.01 0.217
H -0.99461 -1.93111 -1.78475 -0.01 -0.05 -0.02 0.220
H -0.06777 -4.06370 -2.45983 0.00 0.00 0.01 0.205
H 1.76388 -5.65269 -2.51856 -0.01 0.01 0.00 0.212
H 3.37797 -4.94111 -2.46059 0.00 -0.03 0.00 0.216
H 2.67155 -5.64239 -1.00677 0.01 -0.03 -0.02 0.213
H 3.63446 -3.00969 -0.71038 -0.05 0.03 0.00 0.212
H -3.88625 1.87369 -1.73112 0.04 0.02 -0.01 0.221
C 0.01428 3.12414 4.80471 0.02 0.03 0.01 -0.817
S -0.39199 1.80834 3.67706 -0.09 0.00 -0.25 1.306
C 0.30626 0.45524 4.59756 0.06 -0.04 0.01 -0.821
O 0.56229 2.01872 2.51836 0.08 0.07 -0.04 -1.061
H -0.54387 2.97053 5.72764 0.02 0.03 0.01 0.244
H -0.29124 4.05643 4.33472 0.00 0.00 0.02 0.257
H 1.08950 3.11362 4.97895 -0.02 0.03 0.03 0.243
H -0.24677 0.35484 5.53100 0.02 -0.03 0.00 0.243
H 1.36134 0.66310 4.77325 -0.01 -0.05 0.03 0.245
H 0.19196 -0.44138 3.99251 0.00 -0.01 0.01 0.265
```
Positions in Å, forces in eV/Å.

=====

The following is a quantum chemistry calculation of one molecule with the formula C22H18FN3O2 in a non-equilibrium geometry, from the Open Molecules 2025 dataset.

E_HOMO	-8.40	eV
E_tot	-34386.0078	eV
energy relative to the best compared isomer or geometry (same formula, charge and spin)	103.55	kcal per mole
SMILES	O=C1NCC2(CNC2)c2oc3c(c21)CCc1cnc(-c2cccc(F)c2)cc1-3
gap between HOMO and LUMO	8.375	eV

```
46
Properties=species:S:1:pos:R:3:forces:R:3:nbo_charge:R:1
O -0.35574 0.46580 -5.20231 -0.09 -0.41 2.57 -0.631
C -0.37729 1.14215 -4.13978 -0.08 0.03 -5.22 0.657
N -0.31823 2.47507 -4.38280 -0.17 1.79 3.88 -0.602
C -0.49911 3.53937 -3.34725 -0.12 -2.01 0.85 -0.195
C 0.18770 3.04274 -2.00426 -1.30 -0.02 -1.25 -0.130
C -0.07058 3.91851 -0.78520 0.97 -1.22 1.23 -0.210
N 1.40743 4.11963 -0.62387 -0.07 -2.89 -0.24 -0.607
C 1.67870 3.24538 -1.83475 -0.40 0.66 -0.75 -0.215
C -0.08610 1.59887 -1.83661 -2.28 0.74 1.99 0.371
O -0.30766 1.04212 -0.55169 0.97 0.26 -2.19 -0.411
C -0.63868 -0.23276 -0.85904 -2.00 -2.12 1.04 0.264
C -0.80230 -0.52703 -2.15131 0.47 -0.45 -1.93 -0.032
C -0.46381 0.73968 -2.78025 0.31 -1.72 0.15 -0.246
C -1.14859 -1.92422 -2.81516 0.57 0.46 1.64 -0.406
C -1.89795 -2.82838 -1.70460 0.55 1.98 0.10 -0.423
C -1.42488 -2.49830 -0.24578 -1.15 -2.30 -0.11 -0.008
C -1.49140 -3.51329 0.76482 0.31 1.22 -0.12 0.045
N -0.94564 -3.33065 1.98873 0.37 -0.08 0.45 -0.425
C -0.25538 -2.20890 2.33500 -1.95 -0.20 -4.54 0.191
C 0.51943 -2.15848 3.55413 1.62 -0.27 3.40 -0.074
C 0.28093 -2.93647 4.73661 -1.74 -0.74 0.06 -0.169
C 0.87940 -2.66245 6.00214 -0.43 1.26 -2.14 -0.211
C 1.87790 -1.68657 6.07834 0.37 -0.14 -0.14 -0.269
C 2.24354 -1.00691 4.90371 -0.29 -0.13 0.53 0.391
F 3.18397 -0.00720 4.94619 -0.53 -0.95 0.02 -0.329
C 1.58978 -1.23597 3.70735 -0.53 0.01 -0.86 -0.257
C -0.28651 -1.13857 1.32478 1.89 -0.44 5.53 -0.193
C -0.93327 -1.25750 0.15906 1.31 0.24 -1.79 -0.082
H -0.23399 2.76281 -5.29893 0.12 0.27 -2.16 0.405
H -0.09659 4.47777 -3.69548 0.45 0.18 -0.07 0.210
H -1.57910 3.72381 -3.14324 0.51 -0.26 -0.09 0.192
H -0.48588 3.33150 0.08538 0.22 0.94 -0.86 0.210
H -0.61743 4.80982 -0.98564 -0.59 0.69 -0.05 0.192
H 1.72106 5.02943 -0.75447 0.57 1.83 -0.23 0.359
H 2.08544 3.72252 -2.72829 0.38 0.36 0.28 0.189
H 2.09295 2.22378 -1.81903 0.85 0.76 1.12 0.199
H -1.69183 -1.69369 -3.73033 -0.65 -0.24 0.30 0.242
H -0.25707 -2.43374 -3.22733 -0.01 0.43 0.64 0.227
H -2.92963 -2.54770 -1.81134 -0.73 0.37 0.28 0.219
H -1.94764 -3.90345 -1.84894 0.73 -0.07 -0.27 0.227
H -2.00166 -4.51201 0.58690 0.80 1.38 0.15 0.201
H -0.52144 -3.75920 4.73894 1.16 1.55 -0.27 0.232
H 0.35405 -2.94441 6.90369 0.47 -0.80 0.03 0.225
H 2.37971 -1.53597 7.03930 -0.19 0.41 -0.46 0.231
H 1.88801 -0.69054 2.81700 0.17 0.20 0.32 0.225
H 0.29536 -0.23644 1.63556 -0.87 -0.55 -0.80 0.221
```
Positions in Å, forces in eV/Å.

=====

The following is a quantum chemistry calculation of C22H18MoNO3 as an isolated structure in a non-equilibrium geometry, from the Open Molecules 2025 dataset.

E_HOMO	-23.18	eV
total charge	+5
E_tot	-32523.8336	eV
energy relative to the best compared isomer or geometry (same formula, charge and spin)	39.61	kcal per mole
gap between HOMO and LUMO	2.078	eV

```
45
Properties=species:S:1:pos:R:3:forces:R:3:nbo_charge:R:1
O -5.53355 3.97623 0.23936 6.41 -1.30 0.49 -0.115
C -4.39489 3.71912 0.30508 -8.60 1.61 -0.70 0.516
Mo -2.34812 3.23726 0.32694 -4.54 1.16 0.33 0.761
C -2.77388 1.24146 0.82757 0.30 -6.54 1.58 0.574
O -2.94534 0.12614 1.13971 0.56 5.60 -1.58 -0.262
C -2.42952 2.92902 -1.78286 2.23 -1.59 -6.93 0.563
O -2.28964 2.73703 -2.92728 -1.19 1.16 6.06 -0.199
H 0.23542 0.06477 -1.48779 0.08 0.53 0.47 0.209
C -0.18898 3.79522 0.12322 0.61 0.01 0.80 -0.226
C -1.00638 4.98895 0.19381 1.51 -0.02 0.88 -0.158
C -1.69112 4.99539 1.46590 0.51 -0.19 0.11 -0.234
C -1.29020 3.81057 2.18278 1.75 0.58 -0.18 -0.169
C -0.36147 3.07096 1.35529 0.58 0.61 -0.21 -0.219
H 0.48272 3.51436 -0.68884 -0.19 0.16 0.21 0.320
H -1.02500 5.81329 -0.51327 -0.20 -0.14 -0.35 0.350
H -2.35542 5.77625 1.85222 0.10 -0.19 -0.19 0.353
H -1.57470 3.58656 3.20998 -0.22 -0.28 -0.12 0.344
H 0.14323 2.14496 1.62934 -0.12 0.32 -0.05 0.305
C -1.20290 -1.24284 -2.50014 0.21 0.34 0.02 -0.629
C 0.19787 -0.86400 -2.02615 0.26 -1.15 -1.66 -0.229
N 0.82625 -1.88572 -1.17376 -1.17 1.00 3.43 -0.128
C 2.21907 -1.85986 -0.95673 0.95 0.21 0.03 0.092
C 3.23955 -1.24659 -1.68483 -2.15 -0.63 -0.12 -0.011
C 4.57353 -1.40447 -1.23535 1.58 -0.86 1.52 -0.026
C 4.85780 -2.10839 -0.04275 0.60 0.65 -0.73 -0.142
C 3.80832 -2.61655 0.74998 0.08 -0.23 0.46 0.064
C 2.49403 -2.47002 0.29270 -1.48 -0.43 0.40 -0.030
C 1.22465 -2.79714 0.89687 2.52 -0.78 0.07 0.180
C 0.21270 -2.37891 -0.00129 0.81 0.93 -3.58 0.226
C -1.12791 -2.56470 0.30822 -1.67 -0.33 0.14 -0.216
C -1.46706 -3.30046 1.45286 -0.80 1.09 -1.96 -0.030
C -0.47411 -3.73686 2.34024 1.53 -0.15 0.60 -0.009
C 0.86547 -3.47102 2.05784 -0.04 -0.44 0.97 -0.174
H -1.30558 -0.78965 -3.50355 -0.32 -0.62 0.42 0.289
H -1.26775 -2.34804 -2.50554 -0.36 0.67 -0.50 0.264
H -1.96123 -0.80138 -1.83068 0.11 -0.35 -0.41 0.189
H 0.86678 -0.76875 -2.89661 -0.31 0.01 0.28 0.258
H 3.00441 -0.69839 -2.58661 0.29 -0.01 -0.19 0.273
H 5.42125 -1.00886 -1.81096 -0.46 -0.06 0.11 0.311
H 5.89917 -2.22013 0.30240 -0.55 0.02 -0.30 0.317
H 3.97523 -3.09924 1.71799 0.29 0.17 -0.30 0.287
H -1.88907 -2.21710 -0.38372 0.03 -0.35 0.31 0.272
H -2.51560 -3.55723 1.61342 0.22 0.09 0.10 0.298
H -0.77902 -4.26495 3.24118 0.25 -0.09 -0.06 0.307
H 1.65100 -3.80626 2.71379 0.00 -0.17 0.34 0.285
```
Positions in Å, forces in eV/Å.